# 1
DFT (ωB97M-V with the def2-TZVPD basis set) results for a structure of composition C17H29Cl2LuN2O4 at a distorted geometry.

## Properties
* multiplicity: 1
* frontier orbital gap: 5.901 eV
* E_HOMO: -5.8261 eV
* ΔE to the lowest compared entry with this formula, charge and spin: 4.9807 eV

Geometry (Å):
1 O -1.711 -4.115 0.350
2 C -1.238 -3.867 -0.754
3 C 0.087 -4.312 -1.288
4 C 1.306 -3.925 -0.697
5 H 1.388 -2.976 -0.180
6 C 2.388 -4.795 -0.793
7 H 3.304 -4.586 -0.255
8 C 2.318 -5.947 -1.582
9 H 3.143 -6.684 -1.601
10 C 1.228 -6.079 -2.456
11 H 1.225 -6.904 -3.182
12 C 0.133 -5.202 -2.379
13 H -0.690 -5.232 -3.100
14 H -1.746 -3.119 -1.427
15 C -1.577 -0.223 -3.012
16 C -0.193 -0.202 -2.508
17 H -1.590 -0.675 -4.017
18 H -2.094 0.755 -3.093
19 H -2.243 -0.848 -2.394
20 C 0.868 -0.739 -3.082
21 C 1.294 -0.427 -4.493
22 H 1.499 -1.479 -2.599
23 H 1.516 -1.340 -5.059
24 H 2.209 0.174 -4.488
25 H 0.529 0.158 -5.031
26 Lu 0.048 0.508 -0.472
27 Cl 2.412 -0.082 0.103
28 Cl 0.406 2.471 -1.971
29 H 0.347 -4.188 3.824
30 H 1.477 -2.129 4.500
31 C 0.443 -3.855 2.776
32 C 1.434 -1.691 3.490
33 N 0.398 -2.396 2.735
34 H -0.392 -4.229 2.173
35 C -0.461 -1.786 1.917
36 O -0.266 -0.617 1.445
37 H 1.202 -0.621 3.572
38 H -1.362 -2.370 1.666
39 H 1.393 -4.225 2.345
40 H 2.432 -1.803 3.025
41 H -5.010 2.566 0.086
42 H -5.962 0.282 1.332
43 C -4.677 1.824 -0.649
44 C -5.428 -0.241 0.523
45 N -4.336 0.571 0.013
46 H -3.805 2.216 -1.170
47 C -3.072 0.233 0.230
48 O -2.103 0.924 -0.216
49 H -4.986 -1.166 0.908
50 H -2.895 -0.691 0.796
51 H -5.492 1.641 -1.355
52 H -6.130 -0.472 -0.293
53 O 0.185 2.420 1.065
54 H 0.107 3.191 0.465
55 H 1.063 2.522 1.491

These are the Löwdin partial charges, in e, on atoms 1 to 6: O 0.013; C -0.180; C -0.184; C -0.041; H 0.083; C -0.077

# 2
DFT (ωB97M-V with the def2-TZVPD basis set) results for a structure of composition C17H29FO7SSr at a distorted geometry.

## Properties
* multiplicity: 1
* frontier orbital gap: 5.307 eV
* E_HOMO: -14.3894 eV
* charge: +2
* ΔE to the lowest compared entry with this formula, charge and spin: 11.0865 eV

Geometry (Å):
1 C -1.303 1.511 -0.739
2 C -0.541 0.337 -1.024
3 C 0.628 -0.857 -1.090
4 C 1.967 -0.213 -0.322
5 C 2.626 0.858 -1.373
6 C 3.379 2.140 -0.683
7 C 2.509 2.878 0.515
8 C 3.286 4.242 1.005
9 O 3.618 4.056 2.433
10 C 2.402 4.192 3.272
11 O 1.138 -1.185 -2.463
12 S 2.160 -2.587 -2.353
13 O 1.813 -3.302 -3.686
14 O 3.690 -2.312 -2.306
15 O 1.403 -3.159 -0.896
16 C 0.165 -2.377 -0.569
17 C -0.076 -2.382 1.069
18 O -1.485 -2.504 1.473
19 C -2.073 -1.213 1.860
20 C -3.658 -1.125 1.337
21 O -4.031 0.207 0.833
22 C -4.451 0.131 -0.606
23 C -4.779 1.634 -1.239
24 C -0.944 -3.190 -1.518
25 C -0.783 -4.783 -1.124
26 F -2.322 -2.661 -1.393
27 H -2.001 2.289 -0.163
28 H 1.544 0.266 0.670
29 H 2.721 -1.064 0.039
30 H 1.852 1.307 -2.158
31 H 3.452 0.303 -2.030
32 H 3.497 2.962 -1.539
33 H 4.474 1.854 -0.368
34 H 1.423 3.186 0.198
35 H 2.502 2.101 1.421
36 H 4.271 4.369 0.358
37 H 2.547 5.157 0.809
38 H 2.532 5.133 3.959
39 H 1.408 4.296 2.660
40 H 2.387 3.238 3.979
41 H 0.437 -1.494 1.632
42 H 0.466 -3.371 1.461
43 H -2.152 -1.212 3.051
44 H -1.447 -0.270 1.561
45 H -3.908 -1.904 0.500
46 H -4.366 -1.392 2.259
47 H -5.334 -0.639 -0.774
48 H -3.472 -0.234 -1.182
49 H -4.807 2.438 -0.371
50 H -5.758 1.667 -1.881
51 H -3.899 1.982 -1.962
52 H -0.669 -3.119 -2.677
53 H -1.732 -5.440 -1.408
54 H -0.461 -4.937 0.015
55 H 0.112 -5.259 -1.753
56 Sr 0.042 -0.547 3.283

These are the Löwdin partial charges, in e, on atoms 1 to 6: C 0.129; C 0.055; C -0.309; C -0.125; C -0.170; C -0.190

# 3
DFT (ωB97M-V with the def2-TZVPD basis set) results for a structure of composition C17H29N2OsS2.

## Properties
* multiplicity: 5
* frontier orbital gap (spin up / spin down): 7.128 / 6.937 eV
* E_HOMO (spin up / spin down): -9.5603 / -11.2034 eV
* charge: +1

Geometry (Å):
1 Os 0.629 -0.786 0.190
2 C 1.019 2.190 -0.359
3 C 2.373 1.834 0.241
4 N 2.603 0.369 0.213
5 C 3.398 -0.126 1.362
6 C 2.699 0.062 2.711
7 S 0.901 -0.262 2.738
8 C 0.190 1.424 2.678
9 C -0.672 1.694 1.451
10 N -0.057 1.316 0.161
11 H 1.049 2.041 -1.440
12 H 0.795 3.244 -0.177
13 H 2.429 2.165 1.274
14 H 3.162 2.364 -0.297
15 H 3.108 0.122 -0.633
16 H 4.368 0.381 1.409
17 H 3.579 -1.185 1.186
18 H 2.845 1.059 3.123
19 H 3.137 -0.635 3.424
20 H 1.008 2.133 2.781
21 H -0.434 1.530 3.564
22 H -0.943 2.755 1.446
23 H -1.590 1.111 1.519
24 H -0.813 1.296 -0.521
25 C -1.373 -2.749 -2.407
26 C -1.781 -1.407 -1.775
27 C -1.261 -0.266 -2.656
28 C -3.312 -1.335 -1.711
29 C -1.223 -1.318 -0.380
30 H -0.289 -2.829 -2.505
31 H -1.819 -2.848 -3.400
32 H -1.719 -3.581 -1.792
33 H -1.599 -0.383 -3.686
34 H -0.164 -0.249 -2.672
35 H -1.634 0.704 -2.308
36 H -3.742 -1.389 -2.714
37 H -3.645 -0.404 -1.249
38 H -3.712 -2.166 -1.127
39 H -1.697 -2.003 0.331
40 S 1.598 -2.795 -0.079
41 C 0.491 -4.134 0.268
42 C 0.519 -5.250 -0.560
43 C -0.330 -6.317 -0.305
44 C -1.196 -6.278 0.778
45 C -1.206 -5.173 1.617
46 C -0.363 -4.102 1.368
47 H 1.194 -5.274 -1.406
48 H -0.313 -7.181 -0.957
49 H -1.856 -7.113 0.974
50 H -1.869 -5.146 2.473
51 H -0.357 -3.246 2.032

These are the Löwdin partial charges, in e, on atoms 1 to 6: Os 1.009; C -0.161; C -0.170; N -0.194; C -0.261; C -0.411

# 4
DFT (ωB97M-V with the def2-TZVPD basis set) results for a structure of composition C17H29N4O2PPtS.

## Properties
* multiplicity: 3
* frontier orbital gap (spin up / spin down): 7.737 / 6.255 eV
* E_HOMO (spin up / spin down): -13.6258 / -13.6469 eV
* charge: +2
* ΔE to the lowest compared entry with this formula, charge and spin: 1.2917 eV

Geometry (Å):
1 Pt 0.550 0.768 0.787
2 C -0.555 -3.296 -5.473
3 C -0.790 -2.810 -4.070
4 C -2.069 -2.786 -3.524
5 C -2.287 -2.352 -2.225
6 C -1.201 -1.934 -1.472
7 C 0.096 -1.953 -1.988
8 C 0.288 -2.388 -3.282
9 S -1.482 -1.364 0.147
10 O -2.809 -1.688 0.556
11 O -0.357 -1.742 0.994
12 N -1.259 0.266 0.104
13 C -1.831 1.284 -0.662
14 C -2.937 1.194 -1.483
15 C -3.313 2.340 -2.165
16 C -2.580 3.507 -2.010
17 C -1.482 3.490 -1.163
18 N -1.119 2.399 -0.491
19 H -1.491 -3.499 -5.990
20 H 0.033 -4.215 -5.464
21 H 0.005 -2.559 -6.050
22 H -2.908 -3.124 -4.118
23 H -3.279 -2.357 -1.792
24 H 0.931 -1.651 -1.367
25 H 1.289 -2.420 -3.697
26 H -3.481 0.264 -1.582
27 H -4.177 2.321 -2.817
28 H -2.856 4.416 -2.524
29 H -0.875 4.375 -1.016
30 C 3.801 -0.322 0.218
31 P 2.796 1.158 0.469
32 C 3.718 2.108 1.706
33 C 2.972 2.119 -1.053
34 H 4.825 -0.030 -0.014
35 H 3.403 -0.912 -0.608
36 H 3.799 -0.942 1.115
37 H 4.729 2.286 1.340
38 H 3.782 1.561 2.648
39 H 3.231 3.068 1.880
40 H 4.024 2.229 -1.319
41 H 2.532 3.105 -0.907
42 H 2.443 1.624 -1.867
43 N -1.332 -0.231 5.753
44 C 0.010 -0.665 5.194
45 C 0.115 -0.429 3.694
46 N 0.330 0.949 3.236
47 H -1.436 -0.511 6.732
48 H -2.102 -0.657 5.231
49 H -1.453 0.783 5.717
50 H 0.095 -1.727 5.413
51 H 0.774 -0.130 5.755
52 H -0.764 -0.828 3.185
53 H 0.944 -1.040 3.340
54 H 1.167 1.380 3.611
55 H -0.459 1.569 3.368

These are the Löwdin partial charges, in e, on atoms 1 to 6: Pt 0.987; C -0.029; C -0.239; C -0.008; C -0.045; C -0.308

# 5
DFT (ωB97M-V with the def2-TZVPD basis set) results for a structure of composition C17H29N4O2Pt.

## Properties
* multiplicity: 1
* frontier orbital gap: 8.033 eV
* E_HOMO: -10.4735 eV
* charge: +1
* ΔE to the lowest compared entry with this formula, charge and spin: 0.0000 eV

Geometry (Å):
1 Pt 0.022 0.059 -0.072
2 C 0.204 -3.268 0.738
3 C 1.321 -2.321 1.217
4 N 1.611 -1.168 0.335
5 C 2.708 -0.331 0.898
6 C 2.717 1.041 0.233
7 N 1.337 1.601 0.221
8 C 0.977 2.424 1.430
9 C 1.119 1.823 2.835
10 C 0.207 0.660 3.324
11 N -0.773 0.278 2.328
12 C -1.542 -0.943 2.502
13 C -2.245 -1.335 1.192
14 N -1.378 -1.430 -0.033
15 C -0.798 -2.767 -0.304
16 H -0.330 -3.611 1.625
17 H 0.645 -4.167 0.304
18 H 2.240 -2.891 1.373
19 H 1.056 -1.881 2.176
20 H 1.897 -1.503 -0.583
21 H 3.676 -0.824 0.776
22 H 2.515 -0.244 1.965
23 H 3.050 0.963 -0.802
24 H 3.405 1.710 0.757
25 H 1.257 2.230 -0.574
26 H -0.046 2.758 1.259
27 H 1.632 3.300 1.406
28 H 0.936 2.683 3.481
29 H 2.165 1.569 3.020
30 H -0.243 0.944 4.283
31 H 0.826 -0.217 3.541
32 H -1.391 1.054 2.093
33 H -2.332 -0.860 3.259
34 H -0.879 -1.741 2.845
35 H -2.992 -0.574 0.967
36 H -2.766 -2.287 1.314
37 H -1.974 -1.188 -0.823
38 H -0.327 -2.690 -1.284
39 H -1.600 -3.506 -0.386
40 O -2.147 2.326 0.793
41 C -2.219 2.017 -0.395
42 O -1.455 1.130 -0.976
43 C -3.201 2.677 -1.309
44 C -3.275 2.343 -2.658
45 C -4.201 2.971 -3.477
46 C -5.050 3.935 -2.951
47 C -4.976 4.272 -1.606
48 C -4.053 3.645 -0.786
49 H -2.603 1.597 -3.059
50 H -4.259 2.711 -4.525
51 H -5.772 4.425 -3.591
52 H -5.637 5.025 -1.198
53 H -3.981 3.893 0.265

These are the Löwdin partial charges, in e, on atoms 1 to 6: Pt 1.194; C -0.141; C -0.174; N -0.200; C -0.164; C -0.160

# 6
DFT (ωB97M-V with the def2-TZVPD basis set) results for a structure of composition C17H29N4O2Pt at a distorted geometry.

## Properties
* multiplicity: 1
* frontier orbital gap (spin up / spin down): 7.208 / 7.493 eV
* E_HOMO (spin up / spin down): -10.5115 / -10.6373 eV
* charge: +1
* ΔE to the lowest compared entry with this formula, charge and spin: 1.4404 eV

Geometry (Å):
1 Pt 0.371 -0.707 0.419
2 C -2.349 -2.826 1.596
3 C -1.637 -1.969 2.666
4 N -0.213 -1.700 2.477
5 C 0.332 -0.874 3.559
6 C 1.677 -0.230 3.184
7 N 1.677 0.406 1.863
8 C 1.314 1.830 1.771
9 C -0.054 2.251 2.317
10 C -1.369 1.712 1.691
11 N -1.267 0.881 0.504
12 C -2.536 0.284 0.094
13 C -2.346 -0.833 -0.947
14 N -1.337 -1.827 -0.567
15 C -1.759 -3.009 0.189
16 H -3.364 -2.438 1.507
17 H -2.437 -3.843 1.981
18 H -1.801 -2.462 3.635
19 H -2.132 -0.999 2.729
20 H 0.299 -2.580 2.441
21 H 0.487 -1.460 4.475
22 H -0.400 -0.099 3.786
23 H 2.437 -1.014 3.179
24 H 1.943 0.493 3.963
25 H 2.607 0.324 1.457
26 H 1.380 2.103 0.714
27 H 2.052 2.427 2.326
28 H -0.062 3.335 2.210
29 H -0.083 2.044 3.388
30 H -2.002 2.580 1.465
31 H -1.903 1.131 2.449
32 H -0.822 1.392 -0.285
33 H -3.196 1.040 -0.354
34 H -3.038 -0.113 0.979
35 H -2.016 -0.374 -1.881
36 H -3.316 -1.312 -1.126
37 H -0.879 -2.163 -1.410
38 H -0.879 -3.655 0.255
39 H -2.527 -3.558 -0.378
40 O 0.516 1.595 -1.452
41 C 1.115 0.698 -2.067
42 O 1.249 -0.482 -1.613
43 C 1.717 0.971 -3.406
44 C 2.333 -0.055 -4.116
45 C 2.909 0.209 -5.343
46 C 2.877 1.492 -5.863
47 C 2.257 2.513 -5.163
48 C 1.675 2.256 -3.936
49 H 2.354 -1.048 -3.694
50 H 3.392 -0.578 -5.900
51 H 3.336 1.700 -6.818
52 H 2.234 3.509 -5.577
53 H 1.187 3.036 -3.371

These are the Löwdin partial charges, in e, on atoms 1 to 6: Pt 1.160; C -0.143; C -0.200; N -0.136; C -0.186; C -0.167

# 7
DFT (ωB97M-V with the def2-TZVPD basis set) results for the ion C17H30BNO6P with charge +1 at a distorted geometry.

## Properties
* multiplicity: 1
* frontier orbital gap: 8.412 eV
* E_HOMO: -10.9758 eV
* charge: +1

Geometry (Å):
1 C -1.579 -0.949 4.186
2 C -1.955 0.602 3.844
3 O -2.157 0.853 2.431
4 C -0.955 1.019 1.676
5 P 0.767 0.858 2.454
6 C 1.432 2.642 2.694
7 O 1.906 0.125 1.388
8 O -1.006 2.450 1.334
9 C -1.552 2.686 -0.012
10 B -0.510 3.244 -1.134
11 O -0.376 4.686 -1.223
12 O 0.227 2.333 -1.978
13 C 1.616 2.196 -1.555
14 C -2.217 1.241 -0.268
15 N -1.273 0.239 0.392
16 C -2.009 -1.067 0.513
17 C -1.959 -1.975 -0.813
18 C -3.040 -1.519 -1.947
19 O -0.679 -1.988 -1.478
20 C 0.358 -2.599 -0.661
21 C 1.730 -2.413 -1.511
22 C 1.588 -2.723 -3.050
23 C 2.783 -2.553 -4.017
24 C 4.131 -2.059 -3.402
25 C 4.290 -1.761 -1.868
26 C 3.069 -1.934 -0.903
27 H -2.576 -1.523 4.146
28 H -0.816 -1.382 3.453
29 H -1.180 -1.072 5.253
30 H -1.268 1.350 4.378
31 H -2.992 0.750 4.340
32 H 0.649 3.351 3.128
33 H 2.281 2.587 3.477
34 H 1.926 3.043 1.730
35 H 2.768 0.215 1.872
36 H -2.402 3.453 -0.011
37 H 0.395 4.798 -1.838
38 H 1.801 1.071 -1.362
39 H 2.365 2.488 -2.380
40 H 1.817 2.743 -0.564
41 H -3.286 1.290 0.133
42 H -2.318 1.144 -1.403
43 H -0.458 0.298 -0.265
44 H -1.534 -1.646 1.374
45 H -3.125 -0.835 0.699
46 H -2.294 -3.037 -0.493
47 H -2.416 -0.903 -2.706
48 H -3.492 -2.406 -2.504
49 H -3.822 -0.786 -1.538
50 H 0.193 -3.720 -0.472
51 H 0.530 -2.071 0.341
52 H 0.568 -3.078 -3.454
53 H 2.628 -2.764 -5.126
54 H 5.032 -1.887 -4.073
55 H 5.274 -1.379 -1.442
56 H 3.120 -1.727 0.217

These are the Löwdin partial charges, in e, on atoms 1 to 6: C -0.095; C -0.233; O -0.103; C -0.510; P 1.022; C -0.243

# 8
DFT (ωB97M-V with the def2-TZVPD basis set) results for a structure of composition C17H30Br2Fe2O11 at a distorted geometry.

## Properties
* multiplicity: 9
* frontier orbital gap (spin up / spin down): 8.152 / 7.574 eV
* E_HOMO (spin up / spin down): -7.8614 / -7.4381 eV
* ΔE to the lowest compared entry with this formula, charge and spin: 0.4589 eV

Geometry (Å):
1 Fe 0.556 2.623 -2.667
2 Fe -1.181 -0.022 -1.817
3 C 1.394 0.147 -1.979
4 O 1.926 1.331 -1.831
5 O 0.708 -0.433 -1.033
6 O 0.552 0.352 -2.927
7 C -2.003 2.374 -2.535
8 O -2.586 1.243 -2.720
9 O -1.329 3.058 -3.382
10 O -1.280 2.133 -1.487
11 C 2.909 0.020 1.328
12 C 3.323 -0.489 2.663
13 O 3.993 -1.488 2.844
14 C 2.965 0.345 3.848
15 H 3.183 -0.552 0.438
16 H 3.170 1.062 1.173
17 H 1.834 -0.165 1.185
18 H 1.929 0.691 3.754
19 H 3.494 1.294 3.977
20 H 3.095 -0.204 4.778
21 C 0.760 6.139 -0.168
22 C 0.924 4.662 -0.415
23 O 1.020 4.221 -1.542
24 C 1.030 3.748 0.766
25 H 0.510 6.639 -1.099
26 H 1.624 6.569 0.337
27 H -0.072 6.253 0.532
28 H 1.700 4.115 1.545
29 H 1.417 2.748 0.573
30 H 0.016 3.574 1.135
31 C -1.212 -2.741 -4.895
32 C -1.141 -2.717 -3.398
33 O -1.564 -1.783 -2.753
34 C -0.548 -3.929 -2.717
35 H -0.457 -2.044 -5.278
36 H -2.133 -2.316 -5.294
37 H -0.997 -3.701 -5.359
38 H 0.145 -4.403 -3.407
39 H -1.352 -4.653 -2.557
40 H -0.171 -3.609 -1.749
41 O -2.099 -0.670 -0.097
42 C -2.190 -0.911 1.082
43 O -2.102 0.051 1.993
44 C -2.231 1.449 1.615
45 C -3.689 1.693 1.265
46 C -2.337 -2.258 1.734
47 H -1.530 1.649 0.801
48 H -1.899 2.083 2.437
49 H -4.013 1.059 0.443
50 H -3.616 2.703 0.850
51 H -4.255 1.481 2.169
52 H -3.350 -2.445 2.082
53 H -1.566 -2.372 2.492
54 H -2.155 -3.028 0.983
55 Br 2.673 -3.761 -0.392
56 C 1.096 -3.633 0.830
57 C 1.591 -3.900 2.229
58 Br 0.154 -4.440 3.505
59 H 0.317 -4.303 0.482
60 H 0.721 -2.610 0.773
61 H 2.144 -3.122 2.738
62 H 2.184 -4.807 2.123

These are the Löwdin partial charges, in e, on atoms 1 to 6: Fe 0.997; Fe 0.836; C -0.675; O -0.146; O -0.127; O -0.174

Question: multiplicity of number 7 (C17H30BNO6P)?
Answer: 1

Question: Number 7 is which compound?
Answer: C17H30BNO6P

Question: Look up the multiplicity of the fourth one.
Answer: 3